136
Properties=species:S:1:pos:R:3:forces:R:3:mulliken_charge:R:1 method="wB97M-V/def2-TZVPD" homo_ev="-0.52 / -2.04" energy_ha=-6396.2668 charge=-2 multiplicity=2 relative_energy_kj_mol=0.0 s_squared=0.77 orbital_gap_ev="4.00 / 5.52"
Cs 0.58592 1.35798 0.00984 -0.5 -0.3 -0.3 0.495
S 7.70990 -1.31898 4.11013 0.0 0.0 0.0 -0.137
N 6.23248 -0.79508 4.68034 0.0 0.0 0.0 -0.851
C 5.48201 -0.59144 3.58833 0.0 0.0 0.0 0.536
C 4.12117 -0.13104 3.59486 0.0 0.0 0.0 0.748
C 3.43761 0.15305 4.79137 0.0 0.0 0.0 -0.736
C 2.14117 0.59214 4.74582 0.0 0.0 0.0 -0.959
C 1.53755 0.75774 3.48816 0.1 0.0 0.0 -0.558
N 2.14789 0.50018 2.35539 0.2 0.0 0.3 1.415
C 3.42054 0.04553 2.37932 0.0 0.0 0.0 -0.792
C 4.06871 -0.27041 1.11932 0.0 0.1 0.0 -0.594
N 3.36610 -0.13878 -0.02872 0.1 0.0 0.1 0.819
C 3.95544 -0.42175 -1.16983 0.0 0.0 0.0 -1.123
C 5.28750 -0.85812 -1.26536 0.0 0.0 0.0 -0.669
C 6.01355 -1.00144 -0.11331 0.0 0.0 0.0 -1.147
C 5.41683 -0.70941 1.12578 0.0 -0.1 0.0 0.651
C 6.12582 -0.86770 2.36157 0.0 0.0 0.0 0.877
N 7.39650 -1.29111 2.47300 0.0 0.0 0.0 -0.873
H 3.96471 0.01681 5.72742 0.0 0.0 0.0 0.492
H 1.58788 0.82364 5.64705 0.0 0.0 0.0 0.574
H 0.50858 1.10026 3.41792 0.0 0.1 0.0 0.044
H 3.35161 -0.30283 -2.06542 0.0 0.0 0.0 0.619
H 5.71637 -1.07857 -2.23486 0.0 0.0 0.0 0.463
H 7.04191 -1.34010 -0.12093 0.0 0.0 0.0 0.463
C 0.26910 -1.61005 -4.03234 0.0 0.1 0.0 -0.951
Si -0.63317 -2.90074 -3.02565 -0.1 0.0 0.0 0.246
C -2.43363 -2.44033 -2.83526 0.0 0.0 0.0 -0.812
C -0.34660 -4.66109 -3.68907 0.1 0.0 0.0 0.094
C -0.62690 -5.35326 -4.86827 0.0 0.0 0.0 -0.770
C -0.22821 -6.67402 -5.00741 0.0 0.0 0.0 -0.466
C 0.45322 -7.31640 -3.97593 0.0 0.0 0.0 -0.500
C 0.73614 -6.64413 -2.79668 0.0 0.0 0.0 -0.738
C 0.33995 -5.31494 -2.63934 0.0 0.0 -0.1 0.429
Si 0.41610 -4.00505 -1.25844 0.0 0.0 0.0 0.193
C -0.66019 -4.50959 0.19614 0.0 0.0 0.0 -0.809
C 2.15108 -3.55574 -0.72941 0.0 0.1 0.0 -0.274
H -0.14199 -1.56936 -5.04503 0.0 0.0 0.0 0.446
H 1.33309 -1.83869 -4.11029 0.0 0.0 0.0 0.303
H 0.17356 -0.61515 -3.59166 0.0 0.0 0.0 0.169
H -2.89902 -2.21690 -3.79869 0.0 0.0 0.0 0.495
H -2.52747 -1.55509 -2.19900 0.0 0.0 0.0 -0.068
H -2.99700 -3.24538 -2.36156 0.0 0.0 0.0 0.364
H -1.15224 -4.86508 -5.68257 0.0 0.0 0.0 0.404
H -0.44446 -7.21239 -5.92354 0.0 0.0 0.0 0.376
H 0.76076 -8.34884 -4.09936 0.0 0.0 0.0 0.372
H 1.26298 -7.16026 -2.00089 0.0 0.0 0.0 0.411
H -1.41404 -5.22995 -0.12751 0.0 0.0 0.0 0.506
H -1.16813 -3.63746 0.60602 0.0 0.0 0.0 -0.037
H -0.07302 -4.95816 1.00064 0.0 0.0 0.0 0.281
H 2.58917 -4.32852 -0.09317 0.0 0.0 0.0 0.461
H 2.13937 -2.61327 -0.17508 0.0 -0.1 0.0 -0.607
H 2.80192 -3.41453 -1.59382 0.0 0.0 0.0 0.413
C -0.33749 -2.55395 5.97921 0.0 0.0 0.0 -1.830
C -0.19330 -2.27144 4.50944 0.0 -0.1 0.2 1.031
C 0.96584 -2.58527 3.81919 0.1 0.0 -0.1 -0.991
C 1.05289 -2.28524 2.47006 0.1 0.0 -0.1 -0.367
N 0.07716 -1.70969 1.76623 0.0 -0.1 0.2 0.666
C -1.03950 -1.41301 2.43607 0.1 0.0 -0.1 -0.660
C -1.21271 -1.67045 3.78893 -0.1 0.1 -0.1 -0.460
H 0.61017 -2.87102 6.41335 0.0 0.0 0.0 0.371
H -1.07436 -3.34152 6.15124 0.0 0.0 0.0 0.380
H -0.67897 -1.66438 6.51033 0.0 0.0 0.0 0.374
H 1.81185 -3.03118 4.32788 0.0 0.0 0.0 0.346
H 1.97690 -2.48662 1.93683 -0.1 0.0 0.0 0.323
H -1.81952 -0.92731 1.85799 -0.1 0.0 0.0 0.150
H -2.13716 -1.37799 4.27222 0.0 0.0 0.0 0.452
C -5.30143 2.98434 2.25708 0.0 0.0 0.0 -1.031
Si -3.54709 2.46911 1.73911 -0.1 0.0 0.0 0.172
C -2.69293 4.07653 1.24065 0.0 0.0 0.0 -0.631
C -2.73570 1.91911 3.36438 0.0 0.0 0.0 -0.162
Ge -3.32332 0.77712 0.08028 0.2 -0.1 0.0 0.694
Si -5.17703 -0.58010 0.68253 -0.1 0.0 0.0 -0.063
C -6.92910 0.12138 0.46440 0.0 0.0 0.0 -1.087
C -5.10921 -1.15714 2.49114 0.0 0.0 0.0 -1.025
C -5.20767 -2.19790 -0.30465 0.0 0.0 0.0 -1.049
Si -4.22532 1.95099 -1.77312 0.0 0.0 0.0 0.319
C -5.68621 3.13207 -1.49831 0.0 0.0 0.0 -1.098
C -2.89506 3.02490 -2.58041 0.0 0.0 0.0 -1.004
C -4.80795 0.75360 -3.12313 0.0 0.0 0.0 -0.931
H -5.27078 3.75853 3.03146 0.0 0.0 0.0 0.360
H -5.85513 2.13039 2.65340 0.0 0.0 0.0 0.211
H -5.86296 3.37379 1.40525 0.0 0.0 0.0 0.240
H -2.72083 4.79250 2.06908 0.0 0.0 0.0 0.305
H -3.20442 4.53413 0.38972 0.0 0.0 0.0 0.190
H -1.64476 3.94626 0.95734 0.0 0.0 0.0 0.094
H -2.62405 2.76167 4.05403 0.0 0.0 0.0 0.457
H -1.74590 1.49795 3.18259 0.1 0.0 0.0 -0.635
H -3.32883 1.14739 3.86308 0.0 0.0 0.0 0.228
H -7.05032 1.06663 0.99565 0.0 0.0 0.0 0.261
H -7.68000 -0.58474 0.83588 0.0 0.0 0.0 0.379
H -7.13575 0.30726 -0.59283 0.0 0.0 0.0 0.245
H -5.04273 -0.31937 3.18750 0.0 0.0 0.0 0.244
H -4.24213 -1.80154 2.65552 0.1 0.0 0.0 0.147
H -6.00616 -1.73456 2.73807 0.0 0.0 0.0 0.459
H -5.27626 -2.00954 -1.37828 0.0 0.0 0.0 0.250
H -6.05934 -2.82030 -0.00983 0.0 0.0 0.0 0.392
H -4.29141 -2.76666 -0.13109 0.0 0.0 0.0 0.128
H -5.41826 3.90558 -0.77460 0.0 0.0 0.0 0.266
H -6.55993 2.60472 -1.11041 0.0 0.0 0.0 0.246
H -5.96852 3.62867 -2.43312 0.0 0.0 0.0 0.374
H -2.61338 3.86032 -1.93566 0.0 0.0 0.0 0.235
H -3.25171 3.43488 -3.53139 0.0 0.0 0.0 0.350
H -1.98516 2.45367 -2.77896 0.0 0.0 0.0 0.190
H -5.59408 0.08879 -2.75701 0.0 0.0 0.0 0.196
H -3.97987 0.12884 -3.46441 0.0 0.0 0.0 0.097
H -5.19984 1.30238 -3.98579 0.0 0.0 0.0 0.402
C 4.28944 3.19231 -4.28579 0.0 0.0 0.0 -1.918
C 3.37443 3.45810 -3.08579 -0.1 -0.1 0.1 2.595
C 2.71744 4.83664 -3.19208 0.0 0.0 0.0 -1.600
C 4.16046 3.33931 -1.77358 0.0 0.0 0.0 -1.193
C 2.31812 2.42538 -3.10552 0.2 0.1 0.0 -0.442
N 1.53036 1.59283 -3.17273 -0.1 -0.1 0.0 -0.399
H 5.07660 3.94817 -4.30206 0.0 0.0 0.0 0.437
H 3.73491 3.24441 -5.22412 0.0 0.0 0.0 0.407
H 4.75463 2.20869 -4.20941 0.0 0.0 0.0 0.345
H 3.50030 5.59824 -3.17905 0.0 0.0 0.0 0.404
H 2.05217 4.99436 -2.34395 0.0 0.0 0.0 0.178
H 2.15159 4.92823 -4.12225 0.0 0.0 0.0 0.390
H 4.96882 4.07515 -1.78791 0.0 0.0 0.0 0.484
H 4.59662 2.34321 -1.66217 0.0 0.0 0.0 0.209
H 3.51197 3.55091 -0.92291 0.0 0.0 0.0 0.114
C 1.28422 6.99819 2.93314 0.0 0.0 0.0 -0.981
Si 2.27391 5.48419 2.41161 0.0 0.1 0.0 -0.062
C 4.06068 6.02649 2.17517 0.0 0.0 0.0 -1.006
C 2.24221 4.25608 3.82581 0.0 -0.1 0.0 -0.492
C 1.61611 4.78161 0.89614 0.0 -0.1 -0.1 0.911
C 1.17838 4.26721 -0.14207 0.1 0.4 0.0 -1.439
H 1.69709 7.47508 3.82661 0.0 0.0 0.0 0.281
H 0.25018 6.71376 3.13940 0.0 0.0 0.0 0.250
H 1.26851 7.73125 2.12410 0.0 0.0 0.0 0.271
H 4.46364 6.49373 3.07824 0.0 0.0 0.0 0.285
H 4.14089 6.73910 1.35167 0.0 0.0 0.0 0.279
H 4.68408 5.16328 1.93203 0.0 0.0 0.0 0.271
H 2.64911 4.68124 4.74771 0.0 0.0 0.0 0.384
H 2.83290 3.37324 3.57134 0.0 0.0 0.0 -0.085
H 1.22070 3.92262 4.02361 0.0 0.0 0.0 0.235